C41H24ClIrN8O3 | the ωB97M-V functional and the def2-TZVPD basis

Values from the calculation:
Molar mass, g/mol: 904.37
Total charge: 0
Energy above the lowest of the compared OMol25 structures with the same formula, charge and spin, eV: 0.019

Each line ends with the Mulliken charge.
Geometry (Å):
Ir1 -0.3757 -0.6281 -0.8481  1.237
C1 1.8500 -4.5173 3.9639  -0.800
C2 2.6900 -5.0219 2.9633  -0.643
C3 2.6273 -4.5466 1.6642  -0.186
C4 1.7014 -3.5497 1.3918  -0.158
C5 1.3832 -2.8236 0.1669  0.331
N1 0.3949 -1.9294 0.4521  -0.311
C6 0.0347 -2.0238 1.7678  -0.011
N2 -0.9014 -1.3477 2.3945  -0.289
C7 -1.6732 -0.4304 1.8398  -0.433
C8 -2.7148 0.2992 2.5470  0.324
C9 -3.1619 0.2328 3.8597  0.098
C10 -4.1938 1.0797 4.2239  -0.780
C11 -4.7608 1.9734 3.3041  -0.717
C12 -4.3117 2.0406 1.9968  -0.091
C13 -3.2796 1.1871 1.6291  0.274
C14 -2.5788 0.9884 0.3677  -0.174
N3 -2.8154 1.6713 -0.7343  -0.447
C15 -2.1955 1.5033 -1.8849  0.020
N4 -1.2094 0.6036 -2.1761  -0.258
C16 -0.8064 0.7447 -3.4676  0.111
N5 0.1304 0.0561 -4.0976  -0.514
C17 0.8515 -0.9039 -3.5613  0.147
N6 0.8025 -1.3642 -2.2751  -0.225
C18 1.7111 -2.3646 -2.0962  0.056
N7 1.9657 -3.0377 -0.9940  -0.498
C19 2.3944 -2.5855 -3.3651  0.051
C20 3.3937 -3.4741 -3.7342  -0.196
C21 3.8422 -3.4231 -5.0430  -0.663
C22 3.3070 -2.5091 -5.9589  -0.671
C23 2.3102 -1.6222 -5.5892  -0.124
C24 1.8628 -1.6734 -4.2769  0.030
C25 -1.5976 1.8046 -4.0752  0.063
C26 -1.6014 2.3435 -5.3555  -0.198
C27 -2.4930 3.3686 -5.6150  -0.633
C28 -3.3623 3.8443 -4.6236  -0.688
C29 -3.3609 3.3061 -3.3494  -0.081
C30 -2.4641 2.2782 -3.0874  -0.004
N8 -1.6578 -0.0029 0.5488  -0.216
C31 0.8647 -3.0480 2.3893  0.201
C32 0.9245 -3.5240 3.6913  0.043
H1 1.9301 -4.9123 4.9683  0.407
H2 3.4020 -5.7972 3.2149  0.398
H3 3.2744 -4.9281 0.8861  0.588
H4 -2.7081 -0.4500 4.5661  0.575
H5 -4.5710 1.0571 5.2382  0.418
H6 -5.5661 2.6206 3.6270  0.411
H7 -4.7436 2.7273 1.2811  0.572
H8 3.8026 -4.1740 -3.0181  0.573
H9 4.6223 -4.0991 -5.3680  0.397
H10 3.6839 -2.4977 -6.9733  0.390
H11 1.8926 -0.9111 -6.2892  0.568
H12 -0.9270 1.9706 -6.1144  0.567
H13 -2.5233 3.8148 -6.6005  0.397
H14 -4.0460 4.6480 -4.8642  0.391
H15 -4.0281 3.6670 -2.5784  0.569
H16 0.2735 -3.1233 4.4570  0.577
C33 -0.5927 3.6344 2.3772  -1.439
C34 0.1877 2.5069 2.9881  1.199
C35 -0.2209 1.8907 4.1581  -0.664
C36 0.4938 0.8222 4.6793  0.301
Cl1 -0.0428 0.0839 6.1638  -0.242
C37 1.6107 0.3353 4.0355  -0.869
C38 2.0413 0.9483 2.8634  -0.624
C39 1.3500 2.0419 2.3614  0.519
O1 1.7294 2.7440 1.2505  -0.496
C40 2.6151 2.1039 0.3649  -0.962
C41 2.0612 0.8023 -0.2189  0.714
O2 2.7822 -0.0852 -0.6060  -0.575
O3 0.7520 0.8544 -0.2592  -0.555
H17 -1.4939 3.8335 2.9559  0.370
H18 -0.8823 3.3859 1.3538  0.168
H19 0.0038 4.5465 2.3251  0.405
H20 -1.1141 2.2360 4.6626  0.371
H21 2.1470 -0.5142 4.4356  0.470
H22 2.9172 0.5576 2.3637  0.318
H23 3.5838 1.8867 0.8188  0.412
H24 2.7768 2.7983 -0.4596  0.402